The following is a quantum chemistry calculation of an isolated molecule of C10H15NO3 in a non-equilibrium geometry, from OMol25.

The value obtained for the energy is -670.36087 Ha. As for the HOMO energy: -8.6 eV. The calculation puts the molar mass at 197.23 g/mol. For the energy above the lowest of the compared OMol25 structures with the same formula, charge and spin, the calculation gives 103.4 kcal/mol. The LUMO energy is 0.112 eV. The calculation puts the frontier orbital gap at 8.7 eV.

Positions of all 29 atoms, in Å:
O: -2.4004 -0.9396 1.1756
O: 1.6392 -1.5477 -0.3515
O: 1.7269 -0.3979 4.0746
C: -1.4802 -0.3635 0.5557
C: 0.7673 -0.7641 -0.2215
C: 0.3619 -0.3647 2.3838
N: 1.2626 -0.9570 3.1012
C: -0.1344 -0.8982 0.9909
C: 2.2561 -1.8673 2.4083
C: -0.5717 2.2799 -2.0024
C: -1.4202 -0.0012 -2.4278
C: -1.4877 0.9368 -0.1615
C: 0.6315 0.3858 -1.1596
C: -0.7750 0.9329 -1.4247
H: -0.2814 0.5106 2.7861
H: -0.3789 -2.0444 1.0044
H: 2.8732 -1.2513 1.7197
H: 2.8948 -2.2906 3.0711
H: 1.8167 -2.7073 1.8192
H: 0.1212 2.2408 -2.8943
H: 0.0001 2.8320 -1.3455
H: -1.4823 2.8210 -2.2611
H: -1.4020 -1.0271 -2.1185
H: -0.9004 -0.0531 -3.4345
H: -2.5025 0.2393 -2.5474
H: -1.0717 1.7475 0.4943
H: -2.4785 1.1941 -0.3110
H: 1.0705 0.2191 -2.1080
H: 1.3455 1.1353 -0.8153

Force components x, y, z for each atom (eV/Å):
0.66 1.93 -2.60
2.09 -2.00 -1.02
0.87 0.59 3.84
-1.10 -1.31 5.04
-0.12 1.17 0.89
-3.60 0.53 -2.11
1.39 0.59 -3.78
-0.30 -2.16 -0.49
-1.76 0.04 -2.83
0.01 0.22 -2.49
-0.81 -0.08 -1.47
-0.52 0.62 1.71
-0.07 0.76 0.05
2.12 -1.28 -1.49
1.68 -1.67 -0.25
0.83 1.89 0.43
-0.70 -0.29 0.51
1.53 -0.91 2.64
-0.06 1.00 0.41
-1.05 -0.18 0.51
0.91 1.61 1.75
-0.02 -0.08 -0.06
0.02 -0.75 0.59
-0.61 0.58 1.11
0.74 -0.01 -0.23
-0.09 -0.89 -0.10
-2.27 0.67 -0.28
0.52 -1.07 -1.02
-0.30 0.45 0.74

Here are the natural (NBO) charges for atoms 1 to 2, given in e: atom 1 (O): -0.51, atom 2 (O): -0.53

***

The following is a quantum chemistry calculation of the ion C10H15NP with charge +1 in a non-equilibrium geometry, from OMol25.

The value obtained for the energy is -785.81910 Ha. As for the HOMO energy: -11.7 eV. The calculation puts the molar mass at 180.21 g/mol. For the energy above the lowest of the compared OMol25 structures with the same formula, charge and spin, the calculation gives 1.2 kcal/mol. The LUMO energy is -4.555 eV. The calculation puts the frontier orbital gap at 7.1 eV. Its charge is +1.

Positions of all 27 atoms, in Å:
C: 1.8953 2.9075 -2.4747
C: 1.2046 2.2093 -3.5026
C: 1.7105 2.5610 -1.1226
C: 0.3334 1.2067 -3.1812
C: 0.8756 1.4322 -0.8276
C: 0.2475 0.7065 -1.8501
C: -0.4660 -2.3834 0.7153
C: 0.1032 -1.8644 -0.6223
C: -0.7340 -0.6696 2.6807
C: -1.2960 0.6514 2.9391
N: -0.9114 -1.2331 1.4960
P: -0.9903 -0.6104 -1.5443
H: 2.6866 3.5740 -2.6452
H: 1.1921 2.6247 -4.5780
H: 2.1712 3.2528 -0.5451
H: -0.1445 0.6403 -3.8951
H: 0.6157 1.0675 0.1596
H: -1.3841 -3.1657 0.4648
H: 0.2323 -2.9598 1.3563
H: 1.0001 -1.2748 -0.3720
H: 0.2569 -2.6100 -1.2763
H: -0.1750 -1.1969 3.4392
H: -2.0988 0.7499 3.7144
H: -1.6671 1.1802 2.0451
H: -0.4856 1.2636 3.4168
H: -0.8033 -0.9856 -2.8520
H: -1.4925 -0.4531 0.9577

Force components x, y, z for each atom (eV/Å):
-1.17 -2.43 0.48
0.10 2.31 -1.11
-2.21 -2.67 -3.37
1.31 -0.50 2.47
0.13 0.57 -0.53
0.09 1.84 -0.23
-1.67 -2.32 -0.50
-0.55 3.35 2.62
-0.31 -2.21 -1.99
0.07 1.81 1.05
-2.07 4.45 0.82
0.44 0.58 0.92
0.50 1.26 -0.70
0.45 -0.94 1.80
1.23 1.22 2.83
-1.14 -0.75 -1.86
0.51 0.47 0.45
1.98 2.31 0.98
-0.16 0.37 -0.62
0.02 -0.59 -0.41
1.02 -2.85 -2.02
0.15 -0.16 0.12
0.54 -0.80 -0.55
0.25 -0.33 0.22
-0.46 -0.35 -0.57
-0.30 -1.03 -0.57
1.25 -2.62 0.26

Here are the natural (NBO) charges for atoms 1 to 2, given in e: atom 1 (C): -0.18, atom 2 (C): -0.18

***

The following is a quantum chemistry calculation of a cluster of 2 separate species, C10H16 in total in a non-equilibrium geometry, from OMol25.

The value obtained for the energy is -390.56161 Ha. As for the HOMO energy (alpha / beta): 0.9 / -3.3 eV. The spin multiplicity is 2. The calculation puts the molar mass at 136.24 g/mol. For the energy above the lowest of the compared OMol25 structures with the same formula, charge and spin, the calculation gives 13.6 kcal/mol. The LUMO energy (alpha / beta) is 3.477 / 3.462 eV. The calculation puts the frontier orbital gap (alpha / beta) at 2.6 / 6.8 eV. Its charge is -1.

Positions of all 26 atoms, in Å:
C: 0.9539 -0.8145 3.6948
C: -0.0125 -1.3319 0.0991
C: 0.6596 -0.8357 1.1928
C: -1.2411 -1.9972 0.1917
C: 0.0569 -0.9674 2.4969
C: -1.8054 -2.2083 1.4960
C: -1.1393 -1.7093 2.5899
H: 0.4075 -1.2561 -0.9042
H: 1.6266 -0.3607 1.0443
H: -1.8443 -2.1909 -0.6889
H: -2.6069 -2.9270 1.6604
H: 1.7198 -0.0453 3.5848
H: 1.4349 -1.8010 3.9043
H: -1.5470 -1.7823 3.5967
H: 0.4528 -0.5993 4.6466
C: -0.2438 1.4858 -2.6798
C: 0.9490 1.5614 -3.6398
C: -0.0519 2.4643 -1.4776
H: -1.2215 1.6828 -3.1144
H: -0.2985 0.4737 -2.2841
H: 1.8627 1.6162 -3.0535
H: -0.8013 3.2687 -1.5326
H: 0.0445 1.9471 -0.5342
H: 0.8090 3.0840 -1.7551
H: 0.9488 0.7387 -4.3466
H: 0.8877 2.5042 -4.1878

Force components x, y, z for each atom (eV/Å):
-0.32 -0.50 0.48
-0.08 -0.16 -0.45
-0.13 -0.35 -0.20
-0.59 0.17 0.10
0.46 0.60 0.12
0.47 -0.43 0.24
0.11 0.50 0.20
0.16 0.21 0.11
-0.05 0.00 0.19
0.19 -0.21 -0.11
-0.26 0.38 -0.14
0.08 -0.13 -0.18
0.38 0.28 -0.12
-0.10 -0.47 -0.04
-0.31 0.15 -0.23
0.26 -0.12 1.11
-0.92 0.64 0.10
-0.01 0.82 -1.96
0.12 -0.02 -0.53
-0.08 -0.08 0.07
0.17 -0.38 -0.08
-0.40 -0.64 0.69
-0.04 0.23 0.28
0.52 -0.37 0.68
0.23 -0.12 -0.10
0.12 0.01 -0.22

Here are the natural (NBO) charges for atoms 1 to 2, given in e: atom 1 (C): -0.65, atom 2 (C): -0.22

***

The following is a quantum chemistry calculation of a cluster of 2 separate species, C10H16 in total in a non-equilibrium geometry, from OMol25.

The value obtained for the energy is -390.57877 Ha. As for the HOMO energy: -8.8 eV. The calculation puts the molar mass at 136.24 g/mol. For the energy above the lowest of the compared OMol25 structures with the same formula, charge and spin, the calculation gives 35.8 kcal/mol. The LUMO energy is 0.977 eV. The calculation puts the frontier orbital gap at 9.8 eV.

Positions of all 26 atoms, in Å:
C: -1.6124 -1.1393 -1.7267
C: -0.6332 -1.3901 -2.8960
H: -1.3250 -1.6980 -0.8216
H: -1.6204 -0.0673 -1.5198
H: -2.6288 -1.3245 -2.1300
H: 0.4034 -1.6168 -2.6255
H: -0.9422 -2.2861 -3.4400
H: -0.6659 -0.4383 -3.4141
C: -0.6442 1.7836 1.7777
C: -2.1221 1.5354 1.2761
C: 0.1934 0.8294 1.0044
C: 0.4338 -0.4445 1.5627
C: 0.8193 1.1039 -0.2232
C: 1.3108 -1.3304 1.0543
C: 1.7394 0.1964 -0.7276
C: 1.9533 -1.0671 -0.1897
H: -0.5032 2.8564 1.6878
H: -0.6678 1.6818 2.8912
H: -2.9216 1.1126 1.8985
H: -0.0727 -0.4825 2.5452
H: 0.3883 2.0288 -0.5741
H: 1.5251 -2.3069 1.4708
H: 2.2633 0.3806 -1.6637
H: 2.4537 -1.8726 -0.7220
H: -2.1217 0.8214 0.4714
H: -2.5629 2.4400 0.7961

Force components x, y, z for each atom (eV/Å):
0.20 0.03 -0.49
-0.13 -0.24 0.78
-0.62 0.15 -0.30
0.20 -0.13 0.38
0.42 -0.36 0.73
-0.19 0.40 0.36
-0.17 0.49 -0.50
0.27 -0.39 -1.02
-2.91 0.07 0.73
-0.88 0.76 -0.84
2.08 -1.22 -0.08
-1.24 2.44 2.14
-1.21 0.19 2.20
1.23 -1.61 -2.12
0.24 -0.49 -1.76
-1.29 0.67 1.55
0.75 -0.03 -0.66
0.56 -0.60 -0.86
0.65 0.35 0.72
0.53 -1.01 -0.45
1.11 0.36 -1.17
-0.33 0.08 0.41
-0.28 0.32 0.00
0.39 0.47 0.21
0.30 -0.34 -0.48
0.33 -0.38 0.52

Here are the natural (NBO) charges for atoms 1 to 2, given in e: atom 1 (C): -0.61, atom 2 (C): -0.61

***

The following is a quantum chemistry calculation of a cluster of 2 separate species, C10H16 in total in a non-equilibrium geometry, from OMol25.

The value obtained for the energy is -390.61841 Ha. As for the HOMO energy: -9.0 eV. The calculation puts the molar mass at 136.24 g/mol. For the energy above the lowest of the compared OMol25 structures with the same formula, charge and spin, the calculation gives 11.0 kcal/mol. The LUMO energy is 1.016 eV. The calculation puts the frontier orbital gap at 10.0 eV.

Positions of all 26 atoms, in Å:
C: 1.9580 2.2870 0.6229
C: 1.0267 -0.1728 3.3855
C: 1.7177 0.8236 2.7102
C: -0.0825 -0.8037 2.8429
C: 1.2767 1.2371 1.4626
C: -0.4481 -0.4726 1.5414
C: 0.1643 0.5959 0.9130
H: 1.3309 -0.4743 4.3856
H: 2.5621 1.3265 3.1644
H: -0.5125 -1.6241 3.3993
H: -1.2774 -0.9950 1.0913
H: 1.4201 3.2358 0.6751
H: 1.9216 1.9945 -0.4200
H: -0.2574 0.8557 -0.0501
H: 3.0019 2.4448 0.8966
C: -1.3381 -0.8471 -1.8019
C: -0.4455 0.0470 -2.6917
C: -2.0175 -1.9623 -2.6190
H: -0.7221 -1.3814 -1.0779
H: -1.9961 -0.2180 -1.2188
H: 0.5857 -0.2959 -2.6026
H: -2.3878 -1.5127 -3.5390
H: -1.3494 -2.8040 -2.7749
H: -0.4977 1.1170 -2.4858
H: -0.7531 -0.0555 -3.7367
H: -2.8809 -2.3457 -2.0724

Force components x, y, z for each atom (eV/Å):
-0.10 0.14 0.21
-0.09 -0.07 0.72
-0.22 0.23 -0.07
0.98 -0.18 -0.40
-0.23 -0.11 -0.63
-0.48 0.21 1.03
-0.20 -0.56 -0.18
0.13 0.14 -0.15
0.10 -0.14 0.04
-0.32 0.03 -0.12
-0.08 0.05 -0.21
0.11 0.09 0.16
0.10 -0.12 -0.21
0.43 0.30 -0.11
-0.10 0.03 0.10
0.80 -0.44 -0.34
-0.06 -0.45 -0.13
-0.68 0.89 0.71
0.14 0.33 0.17
-0.65 -0.07 -0.05
0.09 0.25 -0.20
0.02 -0.44 -0.27
0.14 0.10 -0.38
0.05 -0.10 0.33
0.13 -0.03 0.04
-0.03 -0.09 -0.03

Here are the natural (NBO) charges for atoms 1 to 2, given in e: atom 1 (C): -0.63, atom 2 (C): -0.20

***

The following is a quantum chemistry calculation of a cluster of 2 separate species, C10H16 in total in a non-equilibrium geometry, from OMol25.

The value obtained for the energy is -390.61741 Ha. As for the HOMO energy: -9.1 eV. The calculation puts the molar mass at 136.24 g/mol. For the energy above the lowest of the compared OMol25 structures with the same formula, charge and spin, the calculation gives 11.6 kcal/mol. The LUMO energy is 1.054 eV. The calculation puts the frontier orbital gap at 10.1 eV.

Positions of all 26 atoms, in Å:
C: 0.5720 -2.5589 2.3263
C: 0.0794 0.9273 0.9128
C: -0.1993 -0.3616 1.3316
C: 1.2198 1.6040 1.3333
C: 0.7377 -1.0872 2.0674
C: 2.1123 0.9057 2.1388
C: 1.8806 -0.4197 2.4860
H: -0.7074 1.5016 0.4409
H: -1.1487 -0.7294 0.9718
H: 1.5083 2.6051 1.0475
H: 2.9617 1.4307 2.5425
H: -0.3772 -2.8304 2.7722
H: 1.3845 -2.9177 2.9628
H: 2.6582 -0.9425 3.0279
H: 0.6415 -3.1330 1.3986
C: -1.5490 1.0686 -2.5452
C: -2.0123 -0.2727 -1.9264
C: -0.1301 0.9586 -3.0987
H: -2.2102 1.4157 -3.3380
H: -1.6496 1.8061 -1.7540
H: -1.6108 -0.2465 -0.9200
H: 0.5787 0.6819 -2.3078
H: -0.1048 0.0950 -3.7600
H: -1.7324 -1.1278 -2.5270
H: -3.0912 -0.1786 -1.8886
H: 0.1882 1.8057 -3.6947

Force components x, y, z for each atom (eV/Å):
0.41 -0.21 -0.05
-0.33 1.07 0.73
0.28 0.40 -0.45
0.64 -0.83 0.23
-0.22 -0.20 -0.22
-0.35 0.19 0.03
0.24 0.13 -0.24
0.06 -0.13 -0.46
0.02 -0.67 0.35
-0.49 0.15 -0.11
0.34 -0.06 -0.05
-0.21 0.12 0.20
-0.18 0.00 0.07
-0.14 -0.12 0.19
0.00 0.14 -0.07
0.28 -0.41 -0.23
-0.31 1.80 -0.42
-0.17 -0.68 0.31
-0.16 -0.20 -0.13
0.25 0.34 0.04
0.02 -0.78 -0.01
0.03 0.51 -0.08
-0.05 -0.09 -0.30
0.17 -0.24 0.12
-0.31 -0.52 0.31
0.19 0.30 0.24

Here are the natural (NBO) charges for atoms 1 to 2, given in e: atom 1 (C): -0.63, atom 2 (C): -0.21

***

Q: energy of number 4 (C10H16)?
A: -390.57877 Ha